DFT (ωB97M-V/def2-TZVPD) results for a single C5H11N molecule.

```
17
Properties=species:S:1:pos:R:3:nbo_charge:R:1
C 1.95 0.27 -0.74 -0.4137
N 0.99 -0.39 0.13 -0.4253
C 0.45 0.21 1.32 -0.2433
C -0.44 -0.17 0.19 0.0944
C -1.17 0.97 -0.51 -0.6291
C -1.21 -1.47 0.21 -0.6048
H 2.50 -0.50 -1.30 0.2004
H 1.52 0.97 -1.47 0.1805
H 2.69 0.81 -0.14 0.1951
H 0.59 1.29 1.47 0.1781
H 0.51 -0.38 2.23 0.1908
H -2.21 0.97 -0.16 0.2207
H -1.20 0.87 -1.60 0.2101
H -0.76 1.96 -0.25 0.2117
H -2.16 -1.39 0.77 0.2033
H -1.45 -1.79 -0.81 0.2074
H -0.59 -2.25 0.67 0.2238
```

Net charge ... 0
HOMO ... -8.6 eV
SMILES ... CN1CC1(C)C
ΔE to the lowest compared entry with this formula, charge and spin ... 30.7 kcal/mol
Energy ... -251.81362 Eh
Orbital gap ... 9.7 eV



DFT (ωB97M-V/def2-TZVPD) results for a 2-piece molecular cluster, C4H15N2S2 overall at a distorted geometry.

```
23
Properties=species:S:1:pos:R:3:mulliken_spin:R:1
C 0.67 0.62 -1.79 0.0162
N 0.60 1.53 -2.94 0.0015
C 0.71 -0.80 -2.33 0.4491
N 0.65 -1.80 -1.20 0.6218
H -0.15 0.73 -1.07 0.0180
H 1.60 0.81 -1.25 -0.0404
H -0.33 1.46 -3.34 -0.0047
H 0.73 2.49 -2.66 -0.0123
H 1.63 -0.98 -2.88 0.1308
H -0.12 -1.01 -3.01 0.1248
H 0.66 -2.75 -1.63 -0.5980
H 1.52 -1.70 -0.62 -0.1438
H -0.17 -1.65 -0.59 0.1689
C 1.09 0.02 2.33 0.1626
S -0.30 -1.08 2.05 0.0569
S -1.75 0.26 1.36 0.0947
C -2.64 0.69 2.86 0.0216
H 1.17 0.75 1.53 -0.0125
H 1.05 0.56 3.28 -0.0318
H 2.00 -0.58 2.33 -0.0173
H -2.11 0.57 3.80 -0.0061
H -2.95 1.74 2.85 -0.0003
H -3.57 0.13 2.93 0.0001
```

Net charge ... 0
HOMO (spin up / spin down) ... -3.3 / -9.3 eV
ΔE to the lowest compared entry with this formula, charge and spin ... 3.3 kcal/mol
Energy ... -1067.15771 Eh
Multiplicity ... 2
<S²> ... 0.75
Orbital gap (spin up / spin down) ... 3.7 / 9.7 eV



DFT (ωB97M-V/def2-TZVPD) results for a single C7H14 molecule.

```
21
Properties=species:S:1:pos:R:3:nbo_charge:R:1
C -0.39 -1.54 0.63 -0.4031
C -0.52 -0.26 1.55 -0.4065
C 0.35 1.02 1.35 -0.4002
C 1.08 1.18 0.02 -0.3961
C 0.16 1.18 -1.21 -0.4024
C -0.54 -0.16 -1.57 -0.4012
C -0.05 -1.44 -0.85 -0.4053
H -1.36 -2.04 0.79 0.2029
H 0.33 -2.24 1.08 0.2006
H -0.34 -0.61 2.58 0.2104
H -1.55 0.07 1.55 0.1962
H -0.32 1.88 1.45 0.1949
H 1.08 1.14 2.16 0.2018
H 1.61 2.15 0.04 0.2078
H 1.86 0.42 -0.08 0.1939
H -0.63 1.91 -1.04 0.1959
H 0.74 1.57 -2.06 0.2034
H -1.59 -0.08 -1.33 0.1941
H -0.50 -0.28 -2.67 0.2075
H -0.47 -2.28 -1.42 0.2108
H 1.03 -1.59 -0.98 0.1945
```

Net charge ... 0
HOMO ... -10.6 eV
SMILES ... C1CCCCCC1
ΔE to the lowest compared entry with this formula, charge and spin ... 11.0 kcal/mol
Energy ... -275.09867 Eh
Orbital gap ... 11.8 eV



DFT (ωB97M-V/def2-TZVPD) results for a 9-piece molecular cluster, C33H43N8O overall at a distorted geometry.

```
85
Properties=species:S:1:pos:R:3:lowdin_charge:R:1
C 8.45 44.54 47.57 -0.2879
O 7.82 43.36 47.96 -0.3994
H 8.71 45.29 48.22 0.0347
H 7.85 44.97 46.93 0.0202
H 9.43 44.33 47.37 0.0300
N 9.97 42.06 46.09 0.0121
C 9.82 40.76 45.59 -0.0803
C 11.02 40.58 44.86 -0.0577
C 11.80 41.87 44.88 -0.0906
C 11.13 42.72 45.66 -0.1439
H 9.23 42.52 46.57 0.0678
H 9.19 40.15 46.09 0.0561
H 11.28 39.68 44.39 0.0494
H 12.68 42.19 44.48 0.0544
H 11.23 43.74 45.85 0.0693
N 12.67 46.13 49.89 -0.0257
C 12.11 45.29 48.95 -0.1821
C 12.96 45.11 47.98 -0.0331
C 14.18 45.99 48.42 -0.0706
C 13.92 46.54 49.60 -0.1703
H 12.37 46.34 50.80 0.1344
H 11.22 44.72 49.01 0.0886
H 13.00 44.35 47.30 0.0546
H 15.20 45.97 47.88 0.1117
H 14.56 47.15 50.24 0.1253
N 8.65 43.29 50.48 0.0220
C 7.72 43.26 51.57 -0.0858
C 8.40 42.58 52.56 -0.1277
C 9.82 42.43 52.12 -0.1278
C 9.82 42.88 50.84 -0.2475
H 8.53 43.64 49.61 0.0309
H 6.62 43.66 51.41 0.1389
H 8.23 42.22 53.56 0.0652
H 10.73 42.31 52.86 0.1164
H 10.72 42.84 50.21 0.1186
N 7.97 45.69 43.66 -0.0090
C 8.95 46.36 44.45 -0.1892
C 9.12 47.59 43.93 -0.1286
C 8.15 47.68 42.68 -0.1250
C 7.36 46.57 42.72 -0.1768
H 7.70 44.66 43.97 0.1228
H 9.68 45.99 45.26 0.1229
H 9.58 48.48 44.50 0.1020
H 7.91 48.65 41.98 0.1144
H 6.37 46.31 42.14 0.1327
N 6.60 43.49 45.25 -0.0284
C 5.47 44.07 45.10 -0.1513
C 5.16 43.71 43.81 -0.0618
C 6.27 42.68 43.24 -0.0085
C 7.16 42.77 44.26 -0.1884
H 6.98 43.52 46.05 0.0055
H 4.78 44.54 45.84 0.1344
H 4.18 43.96 43.36 0.0712
H 6.32 42.15 42.35 0.0543
H 8.23 42.47 44.14 0.1343
N 10.74 48.24 48.54 -0.0022
C 10.87 49.55 49.09 -0.1423
C 9.86 50.28 48.57 -0.1321
C 9.06 49.39 47.76 -0.0970
C 9.64 48.14 47.81 -0.1762
H 11.39 47.30 48.87 0.1864
H 11.79 49.77 49.64 0.0958
H 9.58 51.30 48.91 0.0939
H 8.05 49.36 47.34 0.0925
H 9.28 47.27 47.58 0.0306
N 7.40 40.62 48.10 -0.0237
C 7.88 39.80 49.11 -0.1412
C 7.67 38.52 48.62 -0.1053
C 6.73 38.66 47.36 -0.0955
C 6.64 40.00 47.12 -0.1687
H 7.59 41.62 48.14 0.0642
H 8.46 40.21 50.12 0.1606
H 8.15 37.61 49.03 0.0676
H 6.43 37.92 46.65 0.0582
H 6.13 40.57 46.36 0.1015
N 5.11 44.21 48.61 0.0049
C 4.93 45.49 49.04 -0.1644
C 3.54 45.80 49.10 -0.1142
C 2.86 44.60 48.61 -0.1094
C 3.87 43.72 48.18 -0.1477
H 5.99 43.81 48.41 0.0655
H 5.86 46.22 49.29 0.1501
H 3.09 46.80 49.19 0.0841
H 1.87 44.35 48.60 0.0481
H 4.00 42.64 47.93 0.1181
```

Net charge ... -1
HOMO ... -5.8 eV
ΔE to the lowest compared entry with this formula, charge and spin ... 98.4 kcal/mol
Energy ... -1796.17624 Eh
Orbital gap ... 8.2 eV



ΔE to the lowest compared entry with this formula, charge and spin of number 2 (C4H15N2S2)? 3.3 kcal/mol



Which of these has the lowest energy? C33H43N8O



The lowest energy belongs to which entry? C33H43N8O



Which of these has the highest ΔE to the lowest compared entry with this formula, charge and spin? C33H43N8O